Entry 1:
C5H15N2 | wB97M-V/def2-TZVPD

Structure (ORCA input):
```
! RIJCOSX wB97M-V def2-TZVPD def2/J DEFGRID3
* xyz 2 2
N -1.204 -0.379 -0.661
C -0.698 -1.201 -1.647
C -0.298 -0.381 -2.921
N 0.535 1.020 0.491
C 1.319 0.018 1.077
C 0.592 -0.794 2.207
C -0.100 1.941 1.369
H 0.390 -0.953 -3.552
H -0.479 0.409 -0.148
H -2.043 0.151 -0.944
H -1.480 -1.945 -1.908
H 0.104 -1.833 -1.262
H -1.197 -0.195 -3.524
H 0.080 0.607 -2.645
H 1.786 -0.559 0.297
H 2.192 0.501 1.596
H 0.475 -0.164 3.086
H 1.257 -1.624 2.461
H -0.372 -1.185 1.879
H -1.052 1.511 1.733
H 0.554 2.208 2.210
H -0.363 2.847 0.804
*
```

<S²>   0.80
HOMO level (spin up / spin down)   -0.74476 / -0.74711 hartree
Energy relative to the best compared isomer or geometry (same formula, charge and spin)   605.7 kJ/mol

=====

Entry 2:
C5H9F3N3 | wB97M-V/def2-TZVPD

Structure (ORCA input):
```
! RIJCOSX wB97M-V def2-TZVPD def2/J DEFGRID3
* xyz 1 1
C 1.146 0.927 0.184
C 0.087 -0.817 -0.702
C 2.096 2.002 0.437
C -0.932 -1.714 1.368
C -1.945 -0.126 -1.775
N 0.370 0.385 1.130
N -0.051 -0.825 0.688
N 1.035 0.208 -0.966
F -2.901 -0.049 -0.822
F -2.169 0.899 -2.626
F -2.188 -1.332 -2.334
H 0.054 -1.686 -1.166
H 1.667 2.759 1.042
H 2.609 2.523 -0.337
H 2.941 1.570 1.054
H -0.585 -1.856 2.362
H -2.041 -1.402 1.364
H -0.888 -2.735 0.811
H 0.267 0.852 2.104
H 1.428 0.418 -1.815
*
```

HOMO level (spin up / spin down)   -0.43616 / -0.43608 hartree
Energy relative to the best compared isomer or geometry (same formula, charge and spin)   357.7 kJ/mol

=====

Entry 3:
C29H38AsMnN6O6 | wB97M-V/def2-TZVPD

Structure (ORCA input):
```
! RIJCOSX wB97M-V def2-TZVPD def2/J DEFGRID3
* xyz -1 6
Mn -0.850 0.633 -0.878
N -2.186 -1.436 -1.143
C -1.309 -2.529 -1.573
C 0.172 -2.270 -1.259
O 0.948 -3.239 -1.355
N 0.450 -1.024 -0.929
C 1.833 -0.685 -0.676
C 2.013 0.810 -0.371
O 3.104 1.178 0.070
O 1.029 1.594 -0.648
H -2.226 -1.424 -0.125
H -3.137 -1.558 -1.470
H -1.388 -2.645 -2.658
H -1.568 -3.499 -1.135
H 2.467 -0.914 -1.544
H 2.267 -1.257 0.150
O -2.629 1.774 -0.631
N -2.840 2.354 0.486
N -2.119 1.901 1.438
O -1.253 0.943 1.300
C -2.244 2.524 2.728
C -3.365 3.273 3.056
C -3.440 3.844 4.316
C -2.414 3.662 5.236
C -1.305 2.904 4.890
C -1.212 2.326 3.632
H -4.156 3.401 2.332
H -4.311 4.428 4.583
H -2.483 4.107 6.220
H -0.501 2.757 5.601
H -0.363 1.731 3.329
C 3.222 3.748 -2.102
C 3.245 2.721 -3.218
N 2.810 3.271 -4.509
C 3.672 4.289 -5.102
C 3.096 5.696 -5.010
C 1.759 2.877 -5.263
O 1.597 3.300 -6.407
C 0.765 1.863 -4.756
C 0.391 0.840 -5.617
C -0.601 -0.045 -5.237
C -1.208 0.136 -4.006
N -0.877 1.123 -3.176
C 0.093 1.965 -3.543
H 3.521 3.265 -1.173
H 2.214 4.143 -1.958
H 3.897 4.582 -2.309
H 2.618 1.881 -2.949
H 4.256 2.325 -3.348
H 3.831 4.030 -6.150
H 4.632 4.229 -4.588
H 2.172 5.758 -5.583
H 3.804 6.420 -5.417
H 2.886 5.966 -3.975
H 0.880 0.753 -6.579
H -0.902 -0.865 -5.874
H -1.984 -0.534 -3.656
H 0.337 2.742 -2.830
C -1.410 -1.867 4.155
As -1.255 -2.263 2.242
C 0.655 -2.664 2.221
C -2.004 -4.122 2.267
C -1.363 -5.094 3.199
C -0.234 -5.817 2.810
C 0.396 -6.682 3.690
C -0.088 -6.848 4.981
C -1.215 -6.143 5.379
C -1.845 -5.278 4.495
H -1.056 -2.700 4.763
H -2.443 -1.632 4.408
H -0.801 -0.987 4.361
H 0.933 -3.341 3.029
H 1.186 -1.718 2.335
H 0.932 -3.086 1.254
H -1.940 -4.471 1.235
H -3.063 -3.995 2.503
H 0.156 -5.688 1.807
H 1.273 -7.229 3.365
H 0.407 -7.521 5.669
H -1.607 -6.267 6.381
H -2.725 -4.732 4.814
*
```

<S²>   8.75
HOMO level (spin up / spin down)   -0.17188 / -0.19759 hartree
Energy relative to the best compared isomer or geometry (same formula, charge and spin)   0.0 kJ/mol

=====

Entry 4:
C3H14N2O3 | wB97M-V/def2-TZVPD

Structure (ORCA input):
```
! RIJCOSX wB97M-V def2-TZVPD def2/J DEFGRID3
* xyz 0 1
N -1.086 1.584 2.116
C 0.347 1.227 1.976
N 0.599 0.545 0.613
C 1.661 -0.439 0.680
C 1.292 -1.523 -0.269
O -0.115 -1.844 -0.071
H -1.465 0.686 2.572
H -1.619 1.826 1.247
H 0.948 2.239 2.040
H 0.648 0.544 2.714
H 0.499 1.051 -0.192
H 2.594 0.062 0.392
H 1.884 -0.818 1.650
H 1.372 -1.234 -1.300
H 1.741 -2.489 -0.097
H -0.572 -1.219 0.499
O -2.037 1.338 -1.762
H -1.488 0.847 -2.422
H -2.853 1.682 -2.004
O -1.084 -1.137 -2.965
H -0.741 -1.165 -2.023
H -0.522 -1.762 -3.395
*
```

HOMO level   -0.32607 hartree
Energy relative to the best compared isomer or geometry (same formula, charge and spin)   189.4 kJ/mol
SMILES   NCNCCO.O.O

=====

Entry 5:
C37H46BF3HgN10 | wB97M-V/def2-TZVPD

Structure (ORCA input):
```
! RIJCOSX wB97M-V def2-TZVPD def2/J DEFGRID3
* xyz -1 2
Hg -0.254 -0.911 -0.268
C 1.708 0.007 3.183
N 2.276 -0.331 1.886
C 2.708 -1.710 1.842
C 3.349 -2.068 0.500
C 4.457 -2.913 0.427
C 4.989 -3.244 -0.806
C 4.409 -2.699 -1.936
C 3.317 -1.840 -1.779
N 2.793 -1.551 -0.603
C 3.306 0.622 1.501
C 3.031 1.384 0.218
C 4.011 2.241 -0.273
C 3.794 2.891 -1.483
C 2.630 2.628 -2.166
C 1.681 1.805 -1.565
N 1.865 1.206 -0.389
C 0.380 -0.644 3.475
C 0.176 -1.372 4.648
C -1.091 -1.844 4.927
C -2.128 -1.550 4.055
C -1.813 -0.833 2.889
N -0.602 -0.387 2.613
H 1.547 1.088 3.218
H 2.396 -0.217 4.007
H 1.828 -2.342 2.002
H 3.458 -1.962 2.621
H 4.921 -3.294 1.338
H 5.862 -3.896 -0.885
H 4.747 -2.955 -2.936
H 2.833 -1.413 -2.652
H 4.297 0.150 1.426
H 3.439 1.416 2.260
H 4.920 2.397 0.291
H 4.559 3.538 -1.879
H 2.421 3.067 -3.136
H 0.743 1.618 -2.048
H 1.010 -1.536 5.301
H -1.271 -2.416 5.829
H -3.140 -1.882 4.200
H -2.571 -0.592 2.149
C -3.338 -2.919 -0.294
C -4.564 -2.083 0.063
C -5.170 -2.496 1.410
C -4.243 -0.601 0.001
C -4.939 0.484 0.582
C -4.299 1.598 0.091
N -3.302 1.182 -0.727
N -3.261 -0.168 -0.761
B -2.415 2.118 -1.581
N -1.324 2.857 -0.705
C -0.537 3.861 -1.164
C 0.073 4.445 -0.070
C -0.414 3.717 1.036
N -1.266 2.770 0.640
C -0.116 3.919 2.505
C 1.384 3.815 2.793
C -0.873 2.906 3.375
N -1.752 1.414 -2.822
C -1.719 1.996 -4.047
C -1.134 1.107 -4.927
C -0.858 -0.017 -4.139
N -1.206 0.176 -2.875
C -0.349 -1.362 -4.601
C -0.337 -2.361 -3.437
C 1.041 -1.263 -5.245
H -3.597 -3.983 -0.306
H -2.542 -2.782 0.432
H -2.931 -2.633 -1.262
H -5.354 -2.246 -0.688
H -4.490 -2.285 2.234
H -5.370 -3.562 1.423
H -6.103 -1.968 1.607
H -5.774 0.462 1.263
H -4.475 2.657 0.232
H -3.126 2.979 -2.024
H -0.436 4.043 -2.225
H 0.794 5.231 -0.064
H -0.452 4.940 2.781
H 1.548 3.734 3.866
H 1.940 4.691 2.437
H 1.838 2.952 2.317
H -0.575 1.900 3.098
H -1.935 2.965 3.209
H -0.660 3.089 4.430
H -2.204 2.959 -4.204
H -1.001 1.247 -5.989
H -1.075 -1.700 -5.361
H 0.393 -2.094 -2.672
H -0.099 -3.352 -3.827
H -1.294 -2.385 -2.933
H 1.780 -1.031 -4.484
H 1.103 -0.487 -6.011
H 1.317 -2.227 -5.657
F -0.686 -4.434 -0.471
C 0.119 -3.522 0.212
F -0.123 -3.883 1.544
F 1.401 -4.021 -0.008
*
```

<S²>   0.76
HOMO level (spin up / spin down)   -0.12778 / -0.19875 hartree
Energy relative to the best compared isomer or geometry (same formula, charge and spin)   0.0 kJ/mol

=====

Entry 6:
C4H6O7V | wB97M-V/def2-TZVPD

Structure (ORCA input):
```
! RIJCOSX wB97M-V def2-TZVPD def2/J DEFGRID3
* xyz 1 5
O -0.669 1.131 -0.665
C 0.271 0.669 0.204
C 0.859 -0.672 -0.240
O 2.073 -0.350 -0.961
C 2.458 0.836 -0.649
O 1.634 1.561 -0.019
O 3.520 1.272 -1.209
H -1.056 1.962 -0.359
H 0.128 0.974 1.243
H 0.205 -1.195 -0.942
H 1.133 -1.299 0.613
H 3.664 2.221 -1.057
O -2.766 -0.574 -0.561
C -2.492 -1.180 0.578
O -1.405 -0.950 1.203
O -3.299 -2.047 0.989
V -2.243 -2.352 2.653
H -2.016 -0.007 -0.822
*
```

<S²>   6.00
HOMO level (spin up / spin down)   -0.35317 / -0.52661 hartree
Energy relative to the best compared isomer or geometry (same formula, charge and spin)   0.0 kJ/mol

=====

Asked for electronic energy across the records above, the calculation gives -308.10750 -659.40427 -5294.73713 -457.86698 -2463.03923 -1626.41427 hartree in order.